Computed, not measured: a structure of composition C23H41KN3O2Ta, with ωB97M-V/def2-TZVPD.

The calculation puts the orbital gap (alpha / beta) at 6.8 / 6.8 eV. The strongest force on any atom comes out at 2.97 eV Å⁻¹. For the HOMO energy (alpha / beta), the calculation gives -0.502 / -0.502 hartree. As for the charge: +2. The multiplicity is 1. The energy above the lowest of the compared OMol25 structures with the same formula, charge and spin comes out at 0.0 kJ/mol.

Last column: Löwdin charge in e.
Geometry (Å):
N -1.308 1.995 0.084  -0.125
C -1.730 2.277 1.209  -0.373
O -2.118 2.531 2.296  0.204
K -1.685 3.289 -2.395  0.852
Ta 0.054 0.698 -0.677  1.747
N 1.111 2.088 -1.609  -0.273
N -1.133 0.128 -2.110  -0.232
C 2.001 2.889 -0.704  -0.661
C -2.498 -0.191 -2.643  -0.618
C 1.408 4.292 -0.575  -0.026
C 3.418 2.924 -1.264  -0.022
C 2.010 2.218 0.650  -0.093
C -2.596 0.239 -4.120  -0.023
C -2.790 -1.694 -2.549  -0.026
C -3.538 0.539 -1.787  -0.047
H 1.375 4.820 -1.541  0.087
H 2.041 4.873 0.118  0.115
H 0.391 4.250 -0.150  0.077
H 3.790 1.907 -1.443  0.102
H 4.073 3.403 -0.521  0.111
H 3.483 3.492 -2.198  0.093
H 0.966 2.114 1.051  0.057
H 2.546 2.863 1.365  0.134
H 2.558 1.255 0.624  0.102
H -2.344 1.298 -4.299  0.061
H -3.637 0.094 -4.449  0.112
H -1.951 -0.373 -4.765  0.099
H -2.129 -2.296 -3.181  0.091
H -3.823 -1.864 -2.893  0.115
H -2.723 -2.041 -1.512  0.056
H -3.330 0.443 -0.711  0.082
H -4.514 0.067 -1.986  0.111
H -3.658 1.610 -2.039  0.051
C 0.078 -0.664 -2.675  -0.104
H 0.985 -0.642 -1.986  0.079
H -0.162 -1.735 -2.813  0.104
H 0.381 -0.252 -3.641  0.090
C 1.136 2.486 -3.055  -0.138
H 2.068 2.157 -3.542  0.106
H 0.319 1.987 -3.609  0.044
H 1.045 3.592 -3.173  0.086
C -0.841 -4.068 -0.416  -0.049
C -1.305 -2.886 0.436  -0.402
C -2.742 -3.076 0.937  -0.049
C -0.352 -2.650 1.605  -0.125
C -0.190 -3.662 2.555  -0.020
C 0.632 -3.489 3.662  -0.029
C 1.297 -2.277 3.839  -0.014
C 1.151 -1.215 2.936  -0.112
C 1.837 0.101 3.266  -0.397
C 1.300 0.692 4.567  -0.047
C 3.351 -0.072 3.344  -0.055
C 0.384 -1.454 1.768  -0.189
O 0.354 -0.538 0.742  -0.276
H -0.831 -4.986 0.193  0.091
H 0.178 -3.893 -0.790  0.088
H -1.499 -4.228 -1.284  0.081
H -1.263 -1.984 -0.183  0.071
H -2.789 -3.951 1.604  0.092
H -3.078 -2.195 1.503  0.092
H -3.462 -3.242 0.122  0.080
H -0.732 -4.602 2.431  0.123
H 0.746 -4.293 4.395  0.124
H 1.941 -2.136 4.710  0.123
H 1.633 0.838 2.485  0.068
H 1.491 0.023 5.416  0.089
H 1.783 1.653 4.776  0.088
H 0.217 0.860 4.505  0.087
H 3.751 -0.458 2.399  0.085
H 3.827 0.892 3.550  0.087
H 3.639 -0.770 4.143  0.090

---

Computed, not measured: the molecule C4H9OPS, with ωB97M-V/def2-TZVPD.

The calculation puts the orbital gap at 9.4 eV. The strongest force on any atom comes out at 0.63 eV Å⁻¹. For the HOMO energy, the calculation gives -0.319 hartree. The multiplicity is 1. As for the SMILES: CC1(C)COPS1. The energy above the lowest of the compared OMol25 structures with the same formula, charge and spin comes out at 50.3 kJ/mol.

Last column: natural (NBO) charge in e.
Geometry (Å):
C 0.408 0.964 0.826  -0.077
C -0.144 -0.267 0.105  -0.125
C -1.243 -0.939 0.912  -0.623
C -0.616 0.072 -1.301  -0.631
O 1.680 1.323 0.342  -0.802
P 2.697 0.150 -0.229  0.796
S 1.312 -1.422 0.015  -0.122
H -0.240 1.830 0.662  0.196
H 0.473 0.769 1.902  0.180
H -1.623 -1.804 0.374  0.221
H -2.061 -0.240 1.076  0.215
H -0.864 -1.272 1.875  0.223
H -0.841 -0.838 -1.851  0.221
H 0.147 0.628 -1.845  0.221
H -1.515 0.684 -1.252  0.209
H 2.432 0.361 -1.609  -0.102